A structure of composition C24H44P2Zr. Source: the OMol25 dataset; level of theory: ωB97M-V/def2-TZVPD.

## Properties
HOMO level ... -12.80 eV
HOMO-LUMO gap ... 6.37 eV
Total charge ... +2

```
71
C24H44P2Zr ωB97M-V/def2-TZVPD
Zr 1.82021 -1.06747 -1.15373
C -0.31001 -1.05200 0.07061
C -0.13525 -2.36061 -0.50863
C 1.59950 -1.99381 1.01342
C 0.71259 -0.85977 1.05143
C 1.06177 -2.93904 0.05715
C -1.48353 -0.14998 -0.10002
H -2.28419 -0.61401 -0.68922
H -1.18345 0.77285 -0.60833
H -1.90933 0.15172 0.86708
C 0.72808 0.23086 2.06160
H -0.29308 0.50644 2.34633
H 1.20027 1.13618 1.67718
H 1.27565 -0.07965 2.95804
C 2.78714 -2.18752 1.89507
H 2.52704 -1.94268 2.93363
H 3.63326 -1.53762 1.61415
H 3.13525 -3.22642 1.85877
C 1.58737 -4.29827 -0.25133
H 0.84066 -5.07034 -0.01485
H 2.48388 -4.51658 0.33551
H 1.84492 -4.42246 -1.31403
C -1.14834 -3.08040 -1.33299
H -1.14461 -4.16176 -1.13986
H -0.95432 -2.95749 -2.39958
H -2.15662 -2.68984 -1.15920
C -1.84596 3.56563 -1.96568
C -2.78163 2.60067 -1.91903
C -3.39487 1.81304 -3.05630
C -2.73103 1.82926 -4.45283
C -1.47057 0.95702 -4.44801
C -0.50122 1.32018 -3.35469
C 0.12535 2.69613 -3.32018
C -0.88837 3.83035 -3.09051
H -4.43472 2.17475 -3.19952
H -2.52985 2.84722 -4.81673
H -3.47703 0.76755 -2.71293
H -1.44259 4.06215 -4.00805
H -1.71067 4.21996 -1.09732
H -3.25142 2.38011 -0.94661
H -0.31718 4.72806 -2.83583
H 0.85697 2.69917 -2.49236
H -0.87278 1.02828 -2.36607
H 0.72750 2.94018 -4.21058
H -3.43870 1.39186 -5.17540
H -1.82092 -0.08828 -4.35994
P -0.27790 0.85987 -5.79298
C -0.06505 2.52061 -6.52036
C -0.86568 -0.19732 -7.10103
P 1.18618 -0.08938 -3.38473
C 1.32809 0.40575 -5.18781
C 0.81282 -1.89809 -3.71760
C 3.19938 -0.25927 -3.38040
H 0.80624 3.04353 -6.09803
H -0.95683 3.16372 -6.40670
H 0.13644 2.36099 -7.59606
H -0.52366 0.20979 -8.05895
H -1.96436 -0.23632 -7.10832
H -0.47160 -1.21507 -6.98928
H 3.49645 0.03322 -4.39932
H 3.58506 -1.28522 -3.20692
H 3.67220 0.45659 -2.69733
H 1.99501 1.28493 -5.27614
H 1.71785 -0.41234 -5.82095
H 1.29311 -2.64010 -3.03121
H 1.16349 -2.16894 -4.72400
H -0.27210 -2.06180 -3.71289
C 2.51985 0.94622 -0.52218
H 3.50782 1.15949 -0.95322
H 2.67606 0.96334 0.56645
H 1.85481 1.78450 -0.76880
```

Atom-resolved charges from Löwdin, all expressed in e: 1.482 -0.280 -0.294 -0.310 -0.288 -0.325 -0.013 0.085 0.059 0.104 -0.005 0.096 0.072 0.097 -0.004 0.102 0.098 0.085 -0.013 0.109 0.084 0.086 -0.005 0.104 0.042 0.093 -0.083 -0.118 -0.158 -0.164 -0.402 -0.370 -0.206 -0.175 0.136 0.097 0.113 0.099 0.116 0.117 0.122 0.106 0.060 0.081 0.124 0.130 0.906 -0.142 -0.152 0.776 -0.419 -0.246 -0.224 0.060 0.076 0.073 0.071 0.080 0.069 0.051 0.047 0.012 0.083 0.082 0.043 0.065 0.038 -0.241 0.003 -0.002 0.009